Entry 1:
Below is a 2-piece molecular cluster, C3H5NO4S overall, with properties calculated with ωB97M-V/def2-TZVPD.

The energy relative to the best compared isomer or geometry (same formula, charge and spin) is 37.5 kcal per mole. The calculation puts the highest occupied orbital energy (spin up / spin down) at -5.619 / -9.883 eV. As for the net charge: 0. The LUMO energy (spin up / spin down) comes out at 0.0183 / -0.0728 Eh. The frontier orbital gap (spin up / spin down) comes out at 0.225 / 0.290 Ha. The value obtained for the calculated total energy is -870.90264 Ha. As for the max |F|: 4.0 eV/Å. As for the expectation value of S²: 2.01. As for the spin multiplicity: 3.

Each line ends with the Löwdin spin population.
Geometry (Å):
C1 -0.54223 -0.39826 1.00612  0.612
C2 -1.41917 -1.28545 0.57815  0.467
C3 1.39178 -0.09517 -1.68785  0.005
N1 1.98271 0.45350 -0.69026  0.007
O1 -2.53322 -1.95835 0.67657  0.148
O2 -0.34314 -1.53955 -0.12536  0.358
O3 0.67289 2.01646 1.13611  0.040
O4 -1.73760 1.72787 1.43176  0.098
S1 -0.67168 1.38445 0.53205  0.256
H1 1.95652 -0.71299 -2.45753  0.000
H2 0.34001 0.26131 -1.82371  0.004
H3 1.37113 1.56986 0.74069  0.004
H4 2.84999 0.07222 -0.52123  0.001
H5 -3.31799 -1.49591 1.20448  0.002

***

Entry 2:
Below is C49H36BiCl2N7O11S2Sb as an isolated structure, with properties calculated with ωB97M-V/def2-TZVPD.

The energy relative to the best compared isomer or geometry (same formula, charge and spin) is 39.2 kcal per mole. The calculation puts the highest occupied orbital energy at -4.935 eV. As for the net charge: -1. The LUMO energy comes out at -0.0137 Eh. The frontier orbital gap comes out at 0.168 Ha. The value obtained for the calculated total energy is -5271.39041 Ha. As for the max |F|: 3.3 eV/Å.

Each line ends with the Mulliken charge.
Geometry (Å):
Bi1 1.67852 -0.77154 -0.64752  2.355
O1 5.80295 0.72720 -0.80519  -0.769
C1 5.91990 1.86278 -1.38704  0.176
C2 6.99737 2.13857 -2.17203  -0.497
C3 7.14600 3.32477 -2.88488  -0.431
C4 6.11165 4.20378 -2.87143  -0.527
C5 5.00023 4.09689 -1.99767  -0.411
C6 4.87365 2.87779 -1.25933  0.462
C7 3.62550 2.37473 -0.68824  0.204
O2 3.58806 1.19658 -0.12008  0.059
N1 2.65574 3.27253 -0.73048  -0.773
N2 1.56617 2.83890 -0.14340  0.197
C8 0.54197 3.63809 -0.16761  -0.759
C9 -0.65370 3.24890 0.51328  0.542
C10 -1.42818 4.31717 1.06187  -0.693
C11 -2.66343 3.99582 1.57622  -0.656
C12 -3.07421 2.66212 1.53090  -0.454
C13 -2.18520 1.69498 1.10594  -0.491
N3 -0.94193 1.94580 0.68997  0.397
H1 4.73714 0.79546 -0.37421  0.237
H2 7.81170 1.40493 -2.15286  0.348
H3 8.05032 3.51808 -3.46541  0.365
H4 6.12707 5.05924 -3.57952  0.278
H5 4.32451 4.95552 -1.81393  0.368
H6 0.62590 4.62920 -0.52133  0.482
H7 -1.14539 5.39268 1.00603  0.341
H8 -3.28273 4.82062 1.94455  0.396
H9 -4.00257 2.33096 1.96719  0.290
H10 -2.45708 0.65839 1.19092  0.594
O3 -2.21579 -3.48051 0.37612  -0.501
C14 -1.12123 -2.73982 0.49668  0.181
O4 -1.08082 -1.49583 0.41004  -0.030
C15 0.11057 -3.55210 0.67206  0.159
C16 0.07224 -4.88232 1.01700  -0.810
C17 1.33836 -5.54957 1.08498  -0.319
C18 2.51755 -4.97282 0.63190  -0.833
C19 2.47100 -3.62512 0.29910  0.417
N4 1.29819 -2.91191 0.33529  0.410
C20 3.76876 -2.91039 -0.11409  0.371
O5 4.85888 -3.47962 -0.01619  -0.640
O6 3.66452 -1.65306 -0.56269  -0.596
H11 -2.97086 -2.89347 0.27193  0.241
H12 -0.82597 -5.48057 1.07570  0.528
H13 1.36124 -6.53972 1.52921  0.433
H14 3.44284 -5.54269 0.63009  0.521
Cl1 1.04335 -0.50989 -5.70386  -0.136
C21 2.57542 -0.85125 -4.77520  -0.003
Cl2 3.39928 -2.48264 -5.02866  -0.184
C22 2.14055 -0.68909 -3.32590  0.396
O7 1.36402 -1.57329 -2.75373  -0.708
O8 2.52531 0.36402 -2.76169  -0.687
H15 3.27816 -0.05792 -5.11702  0.365
O9 4.86755 2.86318 9.56770  -0.680
S1 5.52678 1.86901 8.74864  1.137
O10 6.51135 2.38795 7.82040  -0.656
O11 5.93652 0.63326 9.44309  -0.693
C23 4.03917 1.04203 8.09458  0.258
N5 3.29874 0.57150 9.07908  -0.452
C24 2.21225 -0.09905 8.71725  -0.335
C25 1.84122 -0.31537 7.39012  -0.691
C26 2.77221 0.19109 6.42160  0.540
N6 3.84987 0.89240 6.80182  -0.382
C27 2.51503 0.06978 5.00299  1.272
C28 1.30288 -0.46051 4.49202  -0.980
C29 1.10613 -0.53049 3.14615  -0.844
N7 2.01843 -0.11292 2.24802  0.347
C30 3.15916 0.38694 2.72709  -0.731
C31 3.44968 0.47575 4.11304  -0.962
H16 1.71922 -0.57858 9.57798  0.359
H17 0.93138 -0.87287 7.16246  0.279
H18 0.44745 -0.68186 5.11704  0.222
H19 0.18592 -0.88976 2.70293  0.537
H20 3.91591 0.67247 2.02014  0.672
H21 4.37488 0.96571 4.45499  0.571
S2 -2.00564 0.47906 -2.26827  -0.632
Sb1 -4.12540 -0.32667 -2.52607  1.326
C32 -4.90089 -0.78437 -0.61026  0.947
C33 -5.00874 0.18651 0.35534  -0.862
C34 -5.49717 -0.08577 1.65574  -0.615
C35 -5.76588 -1.42161 1.99510  -0.936
C36 -5.58270 -2.38038 1.00629  0.183
C37 -5.16193 -2.13189 -0.28669  -1.265
C38 -5.12202 1.16321 -3.66873  0.760
C39 -4.55559 2.41917 -3.75707  -0.587
C40 -5.13959 3.36349 -4.63576  -0.563
C41 -6.15203 2.98760 -5.51691  -0.519
C42 -6.61096 1.67175 -5.47879  -0.534
C43 -6.11467 0.74237 -4.55172  -0.513
C44 -3.64832 -1.96893 -3.73644  0.473
C45 -2.29626 -2.29191 -4.05411  -0.352
C46 -2.00984 -3.43981 -4.80606  -0.610
C47 -3.07947 -4.22585 -5.24455  -0.486
C48 -4.41784 -3.83496 -4.97931  -0.646
C49 -4.69979 -2.76176 -4.19782  -0.558
H22 -4.76519 1.21824 0.06884  0.648
H23 -5.54403 0.69384 2.38875  0.376
H24 -6.14341 -1.63790 2.95072  0.511
H25 -5.80744 -3.42973 1.26897  0.322
H26 -5.05897 -2.96467 -0.99104  0.431
H27 -3.74642 2.67112 -3.07819  0.416
H28 -4.62564 4.34775 -4.69131  0.315
H29 -6.54502 3.70100 -6.19927  0.418
H30 -7.35286 1.37608 -6.18620  0.399
H31 -6.51462 -0.23081 -4.53939  0.304
H32 -1.48933 -1.66027 -3.71399  0.353
H33 -0.96157 -3.67116 -5.01454  0.442
H34 -2.94797 -5.07805 -5.90181  0.355
H35 -5.22136 -4.38623 -5.44471  0.380
H36 -5.72868 -2.48945 -3.93564  0.325

***

Entry 3:
Below is C5H14ClCrO3SYb as an isolated structure, with properties calculated with ωB97M-V/def2-TZVPD.

The energy relative to the best compared isomer or geometry (same formula, charge and spin) is 0.0 kcal per mole. The calculation puts the highest occupied orbital energy (spin up / spin down) at 1.738 / -0.098 eV. As for the net charge: -2. The LUMO energy (spin up / spin down) comes out at 0.1932 / 0.1883 Eh. The frontier orbital gap (spin up / spin down) comes out at 0.129 / 0.192 Ha. The value obtained for the calculated total energy is -3486.02672 Ha. As for the max |F|: 3.2 eV/Å. As for the expectation value of S²: 8.81. As for the spin multiplicity: 6.

Each line ends with the Löwdin spin population.
Geometry (Å):
Yb1 0.61679 0.19891 -2.79275  1.177
Cl1 1.18368 -1.54496 -1.18751  0.109
C1 2.55141 1.33704 -3.08504  0.010
C2 -0.56605 -1.09527 -4.24936  0.008
H1 2.42628 1.67000 -4.10830  0.002
H2 2.52480 2.10697 -2.30636  0.002
H3 3.28598 0.54415 -2.90204  0.002
H4 -0.42860 -0.53764 -5.16591  0.002
H5 -1.58110 -1.11177 -3.83128  0.002
H6 -0.03169 -2.04862 -4.15636  0.002
Cr1 0.01719 -0.12614 0.01850  3.518
C3 -1.57660 -0.90296 1.06862  -0.008
C4 -0.83145 1.24473 -1.08514  0.012
H7 -2.56146 -0.52652 0.72785  0.009
H8 -1.49723 -1.99252 0.88338  0.005
H9 -1.42697 -0.73532 2.15122  0.008
H10 -1.71478 1.14743 -1.77025  0.029
H11 -0.43016 2.24163 -1.34155  0.015
C5 0.40909 1.51991 3.10732  0.009
S1 1.65579 0.49511 2.35899  0.014
O1 2.38008 1.34708 1.41270  0.013
O2 2.40279 -0.10124 3.44245  0.001
O3 0.91118 -0.58532 1.64021  0.053
H12 0.93868 2.25626 3.68619  0.000
H13 -0.20614 0.92961 3.77175  0.001
H14 -0.21441 2.02184 2.37887  0.005

***

Entry 4:
Below is C2HFO2Tl as an isolated structure, with properties calculated with ωB97M-V/def2-TZVPD.

The energy relative to the best compared isomer or geometry (same formula, charge and spin) is 0.0 kcal per mole. The calculation puts the highest occupied orbital energy (spin up / spin down) at -19.181 / -23.952 eV. As for the net charge: +2. The LUMO energy (spin up / spin down) comes out at -0.4537 / -0.4533 Eh. The frontier orbital gap (spin up / spin down) comes out at 0.251 / 0.427 Ha. The value obtained for the calculated total energy is -498.71921 Ha. As for the max |F|: 4.2 eV/Å. As for the expectation value of S²: 0.75. As for the spin multiplicity: 2.

Each line ends with the Löwdin spin population.
Geometry (Å):
H1 2.20038 0.45357 -2.44481  -0.001
C1 0.06386 -0.58476 1.32362  0.202
C2 -0.94057 -0.03272 0.52754  0.306
O1 -0.74791 0.40700 -0.60564  0.166
O2 0.90327 -0.96950 1.99704  0.217
F1 -2.11097 0.02227 1.12521  0.095
Tl1 0.63194 0.70414 -1.92296  0.015

***

Entry 5:
Below is a 2-piece molecular cluster, C42H43N3O2 overall, with properties calculated with ωB97M-V/def2-TZVPD.

The energy relative to the best compared isomer or geometry (same formula, charge and spin) is 0.0 kcal per mole. The calculation puts the highest occupied orbital energy at -5.227 eV. As for the net charge: 0. The LUMO energy comes out at -0.0655 Eh. The frontier orbital gap comes out at 0.127 Ha. The value obtained for the calculated total energy is -1940.82784 Ha. As for the max |F|: 2.6 eV/Å.

Each line ends with the Mulliken charge.
Geometry (Å):
C1 5.83604 0.37910 3.50202  -1.531
C2 4.81106 1.16977 4.26762  -0.217
O1 3.55245 0.46486 4.41730  -0.028
C3 2.40831 0.99302 3.87012  -0.143
C4 1.28211 0.04760 4.10316  -0.142
N1 0.02441 0.35778 4.08660  0.026
C5 -1.02892 -0.44110 3.88524  0.013
C6 -2.35435 0.16344 3.85952  0.566
C7 -3.53014 -0.61632 3.96815  -0.475
C8 -4.75411 -0.08200 3.58870  -0.565
C9 -4.82374 1.25044 3.16192  -0.476
C10 -3.68048 2.06277 3.20490  -0.494
C11 -2.45419 1.53810 3.60839  -0.631
C12 -0.90963 -1.86920 3.53831  0.449
C13 -1.75056 -2.44682 2.54984  -0.527
C14 -1.54698 -3.75543 2.11336  -0.662
C15 -0.47210 -4.49668 2.62075  -0.516
C16 0.34628 -3.94674 3.61833  -0.611
C17 0.06816 -2.68334 4.14129  -0.306
O2 2.35271 2.05188 3.28136  -0.650
H1 6.79566 0.85103 3.71337  0.408
H2 5.88936 -0.68152 3.75850  0.256
H3 5.67133 0.48211 2.42532  0.365
H4 5.13182 1.37986 5.29188  0.318
H5 4.60435 2.10025 3.74170  0.443
H6 1.62630 -1.00140 4.01495  0.324
H7 -3.45539 -1.65652 4.29002  0.563
H8 -5.64215 -0.71623 3.59807  0.373
H9 -5.77157 1.64096 2.78990  0.353
H10 -3.73480 3.10606 2.90599  0.370
H11 -1.55035 2.14702 3.65158  0.450
H12 -2.58118 -1.87685 2.12327  0.481
H13 -2.21505 -4.17724 1.35776  0.379
H14 -0.27474 -5.49776 2.23337  0.356
H15 1.20484 -4.49977 4.00365  0.374
H16 0.59860 -2.32548 5.02924  0.624
C18 -0.87511 -0.91447 14.44855  -0.973
N2 -0.84550 0.37345 13.77043  0.111
C19 -1.73798 1.39472 14.29067  -0.939
C20 -0.09331 0.58632 12.64992  1.033
C21 -0.26521 1.74439 11.83706  -0.570
C22 0.27679 1.80968 10.56531  -0.981
C23 1.11703 0.78641 10.06922  -0.043
C24 1.62470 0.80547 8.70121  0.134
C25 0.96790 1.55504 7.69894  -0.962
C26 1.62498 2.02920 6.56667  0.438
C27 1.62982 3.44608 6.25067  0.630
C28 2.74493 4.02188 5.58903  0.016
C29 2.74038 5.35545 5.19125  -0.770
C30 1.66522 6.19196 5.52820  -0.508
C31 0.61981 5.67342 6.30690  -0.711
C32 0.59969 4.32629 6.67750  -0.443
C33 2.86075 0.07481 8.40548  -0.350
C34 3.05609 -0.68511 7.23055  -0.171
C35 4.19767 -1.45600 7.06558  -0.334
C36 5.21292 -1.45749 8.06532  1.398
N3 6.33423 -2.22854 7.93180  0.115
C37 7.28632 -2.39066 9.01663  -1.088
C38 6.53332 -3.10941 6.79206  -0.963
C39 5.07008 -0.59866 9.19149  -0.826
C40 3.92251 0.15068 9.33902  -1.023
C41 1.40133 -0.29389 10.94670  -0.528
C42 0.83473 -0.39264 12.20255  -0.873
H17 0.08016 -1.12485 14.94916  0.313
H18 -1.65864 -0.87394 15.21273  0.268
H19 -1.09234 -1.74464 13.75748  0.379
H20 -2.34769 1.82885 13.48517  0.344
H21 -2.38221 0.92940 15.04558  0.254
H22 -1.16559 2.20448 14.76902  0.319
H23 -0.87792 2.56957 12.19529  0.357
H24 0.06739 2.66991 9.93259  0.541
H25 -0.05927 1.88280 7.89004  1.173
H26 2.38544 1.40175 6.10789  -0.521
H27 3.61877 3.38504 5.42847  0.176
H28 3.58406 5.75364 4.62851  0.393
H29 1.63673 7.22420 5.16453  0.374
H30 -0.17943 6.33815 6.63344  0.382
H31 -0.20520 3.93342 7.30305  0.334
H32 2.27247 -0.69042 6.47160  0.828
H33 4.31410 -2.07382 6.17014  0.300
H34 7.45839 -1.43407 9.52274  0.331
H35 6.95823 -3.13736 9.76227  0.298
H36 8.23138 -2.72655 8.57434  0.391
H37 5.66223 -3.75758 6.61092  0.347
H38 6.73312 -2.53740 5.87164  0.264
H39 7.41378 -3.72622 7.00645  0.318
H40 5.85581 -0.52187 9.94275  0.140
H41 3.84330 0.83035 10.18828  0.531
H42 2.04894 -1.10078 10.60987  0.481
H43 1.07160 -1.24243 12.84505  0.351

***

Entry 6:
Below is a single C3H3FOS molecule, with properties calculated with ωB97M-V/def2-TZVPD.

The energy relative to the best compared isomer or geometry (same formula, charge and spin) is 38.3 kcal per mole. The calculation puts the highest occupied orbital energy at -9.515 eV. As for the net charge: 0. The LUMO energy comes out at -0.0595 Eh. The frontier orbital gap comes out at 0.290 Ha. The value obtained for the calculated total energy is -689.32095 Ha. As for the max |F|: 6.3 eV/Å.

Each line ends with the natural charge from an NBO analysis.
Geometry (Å):
O1 -0.60062 1.76904 -0.15994  -0.498
C1 -0.24757 0.55728 0.12709  0.459
C2 1.17414 0.48961 0.71959  -0.321
S1 2.26676 -0.38885 -0.24402  0.094
C3 -0.90826 -0.63632 -0.43891  -0.055
F1 -0.66510 -1.73053 0.43246  -0.362
H1 1.57666 1.32908 1.37073  0.246
H2 -1.94527 -0.59580 -0.29948  0.213
H3 -0.65075 -0.79352 -1.50752  0.224